{
  "formula": "C21H37N5O3S2",
  "method": "wB97M-V/def2-TZVPD",
  "elements": ["C", "N", "C", "C", "C", "C", "N", "C", "C", "C", "N", "C", "C", "C", "S", "N", "C", "C", "C", "C", "S", "O", "O", "N", "C", "C", "O", "C", "C", "C", "C", "H", "H", "H", "H", "H", "H", "H", "H", "H", "H", "H", "H", "H", "H", "H", "H", "H", "H", "H", "H", "H", "H", "H", "H", "H", "H", "H", "H", "H", "H", "H", "H", "H", "H", "H", "H", "H"],
  "coordinates": [[0.35096, 2.09555, -2.80204], [1.59736, 1.40973, -2.50606], [2.61553, 2.35223, -2.07192], [2.03363, 0.62419, -3.65933], [1.39865, -0.76575, -3.64886], [2.04616, -1.68801, -2.59708], [1.09590, -2.32985, -1.71838], [0.58032, -3.61912, -2.11827], [-0.56000, -3.54593, -3.13947], [-1.79636, -2.81671, -2.60027], [-1.73318, -1.37538, -2.82879], [-2.43104, -0.63886, -1.79040], [-2.25899, -1.03338, -4.13731], [0.73022, -1.76899, -0.54690], [-0.16411, -2.58535, 0.59292], [1.12196, -0.47484, -0.33946], [1.11048, 0.14836, 0.90153], [1.54795, -0.51703, 2.04963], [1.52836, 0.12389, 3.27220], [1.08604, 1.43120, 3.35541], [0.97075, 2.22743, 4.95314], [1.91247, 1.60797, 5.83801], [1.02253, 3.64713, 4.75297], [-0.53960, 1.89373, 5.55993], [-0.82408, 0.55165, 6.01151], [-1.58767, -0.24553, 4.94713], [-2.74017, 0.45396, 4.52574], [-2.40312, 1.70607, 3.97130], [-1.67825, 2.58153, 5.00008], [0.69035, 2.11898, 2.22403], [0.70229, 1.47951, 0.99997], [0.00883, 2.63792, -1.92224], [0.46052, 2.81499, -3.62647], [-0.40536, 1.36352, -3.07538], [2.87445, 3.07986, -2.85318], [2.25700, 2.89549, -1.19922], [3.51498, 1.80794, -1.78773], [3.12089, 0.51896, -3.62481], [1.78399, 1.14034, -4.59872], [0.33359, -0.68965, -3.42418], [1.50268, -1.20193, -4.64290], [2.61346, -2.47984, -3.09358], [2.74831, -1.11619, -1.98402], [0.22097, -4.12360, -1.21824], [1.40448, -4.20466, -2.53844], [-0.83480, -4.57260, -3.38662], [-0.21224, -3.06266, -4.05249], [-1.86159, -2.99611, -1.52694], [-2.70286, -3.23920, -3.06182], [-3.50337, -0.87918, -1.74961], [-2.32765, 0.43031, -1.97560], [-1.98650, -0.86898, -0.82436], [-1.72080, -1.58604, -4.90564], [-2.12305, 0.03317, -4.31871], [-3.33142, -1.26466, -4.23147], [1.20507, 0.15394, -1.15125], [1.89661, -1.53432, 1.97817], [1.86843, -0.37024, 4.16834], [0.12787, 0.08365, 6.25810], [-1.43708, 0.62187, 6.91773], [-1.94390, -1.19175, 5.35705], [-0.93974, -0.44766, 4.08111], [-3.34578, 2.16646, 3.67002], [-1.76794, 1.55967, 3.08375], [-1.31161, 3.50624, 4.55626], [-2.36749, 2.82119, 5.81817], [0.38018, 3.14770, 2.32097], [0.37552, 1.99766, 0.11299]],
  "forces_ev_per_angstrom": [[-0.031, -0.013, 0.013], [0.093, 0.102, -0.067], [0.035, 0.025, 0.031], [-0.089, -0.319, -0.166], [0.295, 0.243, -0.078], [0.049, 0.236, -0.324], [0.184, 0.292, 0.380], [-0.300, -0.476, -0.220], [-0.022, 0.056, 0.304], [0.119, -0.123, -0.120], [-0.216, 0.026, 0.049], [0.039, 0.010, 0.027], [0.124, -0.008, 0.103], [-0.092, -0.209, 0.084], [-0.473, -0.391, 0.551], [0.138, -0.164, -0.598], [-0.050, 0.270, 0.590], [0.090, 0.141, 0.055], [0.094, -0.096, -0.070], [-0.003, 0.463, 0.559], [-0.199, 0.093, 0.200], [-0.086, -0.324, -0.160], [-0.192, -0.086, -0.276], [0.994, 0.309, -0.219], [-0.124, -0.626, -0.048], [0.212, -0.048, 0.165], [-0.198, -0.033, 0.116], [0.077, 0.273, 0.016], [-0.442, 0.149, -0.459], [0.074, 0.132, 0.115], [0.036, -0.283, -0.075], [-0.070, 0.020, 0.020], [0.023, -0.004, -0.011], [-0.123, -0.015, -0.024], [0.006, 0.021, -0.024], [0.020, 0.057, 0.040], [0.050, 0.023, 0.014], [0.003, 0.065, -0.002], [0.084, 0.058, 0.054], [0.000, -0.025, -0.080], [-0.077, -0.048, -0.060], [-0.003, 0.060, 0.086], [-0.015, -0.067, -0.030], [0.147, 0.031, -0.193], [0.027, 0.076, 0.056], [0.052, -0.046, -0.087], [-0.027, -0.032, -0.175], [-0.042, 0.008, -0.030], [-0.032, 0.043, 0.032], [-0.079, 0.007, -0.005], [-0.049, 0.084, 0.010], [-0.021, 0.008, 0.088], [0.013, -0.004, -0.111], [-0.002, 0.049, -0.074], [-0.019, -0.020, 0.003], [0.192, -0.001, 0.005], [0.029, -0.010, -0.002], [0.080, -0.134, 0.068], [-0.122, -0.169, 0.129], [0.093, -0.019, -0.044], [0.119, 0.013, -0.015], [-0.095, -0.022, 0.091], [0.102, 0.050, -0.034], [-0.124, 0.025, 0.081], [-0.236, 0.073, 0.006], [0.070, 0.025, -0.064], [-0.042, 0.130, -0.079], [-0.068, 0.068, -0.116]],
  "energy_ev": -57640.187,
  "homo_lumo_gap_ev": 8.40,
  "lumo_energy_ev": 0.49,
  "smiles": "CN(C)CCCN(CCCN(C)C)C(=S)Nc1ccc(S(=O)(=O)N2CCOCC2)cc1",
  "molar_mass_g_mol": 471.7
}